Arrangement w

Below is 5 unconnected molecules or ions with the total composition H10O5, with properties calculated with wB97M-V/def2-TZVPD.

Element x y z (Å)
O 1.764 0.997 1.989
H 0.949 0.796 1.483
H 2.067 1.855 1.628
O -0.619 0.492 0.854
H -1.258 1.104 1.213
H -0.999 -0.367 0.889
O -1.765 -2.134 0.465
H -1.045 -2.766 0.359
H -2.519 -2.700 0.210
O 0.925 -0.528 -1.219
H 0.361 -0.809 -0.515
H 1.768 -0.596 -0.790
O -0.178 1.742 -2.116
H 0.257 1.749 -2.906
H 0.286 1.170 -1.549

* SMILES string: O.O.O.O.O
* lowest unoccupied orbital energy: 0.2 eV

The computed Löwdin charges, all in e, follow: -0.0992, -0.0308, 0.0435, -0.0260, 0.0829, -0.0009, -0.0430, 0.0546, 0.0717, -0.0208, -0.0003, 0.0535, -0.0146, -0.0212, -0.0493

---

Arrangement x

Below is 5 unconnected molecules or ions with the total composition H10O5, with properties calculated with wB97M-V/def2-TZVPD.

Element x y z (Å)
O -0.498 2.322 1.816
H -1.411 2.055 1.956
H -0.132 1.622 1.248
O 2.410 -2.496 1.413
H 1.770 -3.203 1.275
H 3.180 -2.920 1.805
O 0.020 -0.189 0.453
H -0.530 -0.401 -0.317
H 0.785 -0.773 0.389
O -1.514 -1.001 -1.973
H -1.483 -1.671 -2.663
H -2.439 -0.956 -1.701
O -0.359 2.737 -1.375
H -0.008 2.752 -0.475
H 0.210 2.123 -1.852

* SMILES string: O.O.O.O.O
* lowest unoccupied orbital energy: 0.3 eV

The computed Löwdin charges, all in e, follow: -0.0721, 0.0371, -0.0122, -0.0533, 0.0376, 0.0381, -0.0536, 0.0070, 0.0344, -0.0430, 0.0509, 0.0565, -0.0635, 0.0065, 0.0296

---

Last place for stability: arrangement w

---

Arrangement w

Below is C4H8FN in the gas phase, with properties calculated with wB97M-V/def2-TZVPD.

Element x y z (Å)
C -0.262 1.484 0.160
C -0.200 0.009 -0.026
N -1.396 -0.512 -0.590
C 0.494 -0.831 0.941
C 1.089 -0.597 -0.360
F 2.201 0.210 -0.549
H 0.353 1.876 0.982
H -1.301 1.698 0.392
H 0.035 1.952 -0.772
H -1.490 -0.238 -1.576
H -1.619 -1.495 -0.526
H 0.098 -1.798 1.139
H 0.873 -0.336 1.841
H 1.127 -1.422 -1.057

* SMILES string: C[C@]1(N)C[C@@H]1F
* lowest unoccupied orbital energy: 1.1 eV

The computed Löwdin charges, all in e, follow: -0.0177, -0.5748, 0.0788, -0.0373, -0.2581, 0.0009, 0.0911, 0.0813, 0.0837, 0.0952, 0.0779, 0.1022, 0.1285, 0.1482

---

Arrangement x

Below is 2 unconnected molecules or ions with the total composition C4H8FN, with properties calculated with wB97M-V/def2-TZVPD.

Element x y z (Å)
H -2.258 2.145 -1.771
N -2.299 1.122 -1.670
C -2.136 0.504 -0.604
F -1.958 0.970 0.640
H -2.683 -0.533 -0.503
C 0.546 -0.612 -0.674
C 1.106 -1.003 0.473
C 2.022 -0.081 1.192
H -0.206 -1.283 -1.130
H 0.628 0.306 -1.120
H 0.734 -1.945 1.072
H 1.260 0.473 1.754
H 2.707 -0.597 1.830
H 2.535 0.533 0.512

* SMILES string: [H]/N=C\F.C=CC
* lowest unoccupied orbital energy: 1.2 eV

The computed Löwdin charges, all in e, follow: 0.0736, 0.1238, -0.3838, 0.0190, 0.1573, -0.0619, -0.2404, -0.1182, 0.0593, 0.0282, 0.1370, 0.0867, 0.0620, 0.0574

---

Last place for stability: arrangement x

---

Arrangement w

Below is 2 unconnected molecules or ions with the total composition C5H13NO, with properties calculated with wB97M-V/def2-TZVPD.

Element x y z (Å)
C 1.852 1.549 -2.356
C 1.006 0.451 -1.749
O 1.664 -0.702 -1.262
C 1.042 0.142 -0.311
C -0.187 -0.408 0.379
N 1.866 0.927 0.541
H 2.849 1.200 -2.543
H 1.398 1.901 -3.304
H 1.903 2.397 -1.683
H 0.085 0.224 -2.280
H 0.054 -0.745 1.381
H -0.579 -1.241 -0.186
H -0.944 0.370 0.447
H 2.747 1.145 0.088
H 2.064 0.436 1.407
C -3.359 -1.526 2.293
H -2.899 -2.486 2.109
H -4.414 -1.677 2.448
H -3.216 -0.883 1.411
H -2.934 -1.073 3.171

* SMILES string: C[C@H]1O[C@@]1(C)N.C
* lowest unoccupied orbital energy: 1.0 eV

The computed Löwdin charges, all in e, follow: -0.0365, -0.2906, 0.0065, -0.5704, -0.0063, 0.1155, 0.0752, 0.0843, 0.0703, 0.1396, 0.0755, 0.0858, 0.0837, 0.0826, 0.0827, -0.0464, 0.0139, 0.0076, 0.0158, 0.0113

---

Arrangement x

Below is 2 unconnected molecules or ions with the total composition C5H13NO, with properties calculated with wB97M-V/def2-TZVPD.

Element x y z (Å)
C -0.160 2.586 -0.428
C -1.272 1.934 0.463
N -1.390 0.584 0.168
O -2.026 2.537 1.186
H 0.626 3.087 0.184
H -0.608 3.343 -1.151
H 0.521 1.994 -1.109
H -2.020 -0.067 0.558
H -0.975 0.072 -0.539
C 1.103 -3.471 -0.688
C 1.632 -2.071 -0.887
C 1.563 -1.295 0.493
H 0.006 -3.385 -0.488
H 1.357 -4.063 -1.525
H 1.482 -4.003 0.145
H 2.607 -2.028 -1.270
H 0.944 -1.807 -1.745
H 0.709 -0.976 0.855
H 1.893 -2.173 1.149
H 2.198 -0.464 0.548

* SMILES string: CC(N)=O.CCC
* lowest unoccupied orbital energy: 0.8 eV

The computed Löwdin charges, all in e, follow: -0.0288, -0.5504, 0.1489, 0.0555, 0.0768, 0.0929, 0.0728, 0.0906, 0.0538, -0.1536, -0.2883, -0.0744, 0.0942, 0.0554, 0.0492, 0.0723, 0.1070, -0.0202, 0.0989, 0.0473

---

Arrangement y

Below is 2 unconnected molecules or ions with the total composition C5H13NO, with properties calculated with wB97M-V/def2-TZVPD.

Element x y z (Å)
C 0.208 2.765 0.301
C -0.313 1.355 0.566
C 0.442 0.109 0.340
C 0.005 -1.182 0.584
C 0.869 -2.386 0.157
N -1.249 -1.490 1.074
H 0.878 3.333 0.981
H 0.814 2.876 -0.601
H -0.589 3.428 0.093
H -1.037 1.364 -0.260
H -0.865 1.327 1.452
H 1.539 0.184 0.258
H 1.373 -2.105 -0.817
H 1.652 -2.495 0.948
H 0.193 -3.244 0.048
H -1.962 -2.180 0.644
H -1.984 -0.698 1.132
O -0.252 -0.730 -2.347
H 0.480 -0.185 -2.887
H -0.203 -0.048 -1.666

* SMILES string: CC/C=C(/C)N.O
* lowest unoccupied orbital energy: 0.8 eV

The computed Löwdin charges, all in e, follow: -0.1154, -0.2738, -0.1555, -0.4234, -0.0485, 0.0558, 0.0773, 0.0677, 0.0497, 0.1056, 0.0848, 0.1163, 0.0839, 0.0847, 0.0703, 0.1305, 0.1158, -0.1154, 0.1191, -0.0293

---

Arrangement z

Below is 2 unconnected molecules or ions with the total composition C5H13NO, with properties calculated with wB97M-V/def2-TZVPD.

Element x y z (Å)
C 1.857 2.172 0.869
C 1.088 0.848 0.580
C 0.320 0.853 -0.710
C -0.788 0.118 -0.859
C -1.600 0.284 -2.147
N -1.315 -0.808 0.041
H 2.160 2.173 1.905
H 1.160 2.986 0.674
H 2.627 2.308 0.078
H 1.725 -0.061 0.552
H 0.482 0.562 1.443
H 0.676 1.438 -1.561
H -0.907 -0.031 -2.951
H -1.711 1.372 -2.163
H -2.582 -0.193 -2.120
H -1.779 -1.595 -0.381
H -0.778 -1.049 0.857
O -0.410 -3.454 1.800
H -0.004 -4.222 1.372
H -0.220 -3.700 2.720

* SMILES string: CC/C=C(/C)N.O
* lowest unoccupied orbital energy: 0.6 eV

The computed Löwdin charges, all in e, follow: -0.1042, -0.2806, -0.1310, -0.4191, -0.0521, 0.0997, 0.0570, 0.0629, 0.0772, 0.1073, 0.0896, 0.1099, 0.0849, 0.0729, 0.0697, 0.0828, 0.0522, -0.0633, 0.0401, 0.0440

---

Last place for stability: arrangement y

---

Arrangement w

Below is 7 unconnected molecules or ions with the total composition C7H28O7, with properties calculated with wB97M-V/def2-TZVPD.

Element x y z (Å)
C -3.072 2.343 0.904
O -2.713 1.709 -0.328
H -3.570 3.282 0.659
H -3.679 1.704 1.551
H -2.167 2.551 1.476
H -3.344 1.890 -1.021
C -0.173 -0.829 -0.202
O -0.634 0.147 0.718
H 0.102 -0.391 -1.164
H 0.686 -1.345 0.220
H -0.953 -1.573 -0.405
H -1.340 0.675 0.302
C 1.153 -2.031 -4.191
O 1.758 -1.571 -2.988
H 1.639 -2.934 -4.576
H 0.106 -2.299 -4.012
H 1.252 -1.259 -4.950
H 1.945 -2.341 -2.444
C 1.143 3.073 1.546
O 1.138 4.460 1.885
H 0.980 2.454 2.432
H 0.305 2.869 0.884
H 2.085 2.805 1.067
H 1.870 4.617 2.485
C -1.324 1.201 -4.043
O -0.587 1.903 -5.052
H -0.792 1.238 -3.090
H -2.289 1.693 -3.889
H -1.474 0.176 -4.365
H -0.280 2.703 -4.615
C 1.973 -3.501 2.145
O 2.188 -4.565 1.227
H 2.660 -2.663 2.033
H 0.959 -3.112 2.053
H 2.012 -3.895 3.167
H 3.123 -4.781 1.264
C -0.166 -0.826 4.235
O 0.594 -0.375 3.127
H 0.355 -0.568 5.155
H -1.178 -0.409 4.242
H -0.283 -1.918 4.201
H -0.009 -0.306 2.358

* SMILES string: CO.CO.CO.CO.CO.CO.CO
* lowest unoccupied orbital energy: 0.4 eV

The computed Löwdin charges, all in e, follow: -0.1163, -0.1393, 0.0872, 0.0848, 0.0759, 0.0844, -0.1219, -0.1520, 0.0644, 0.0724, 0.0876, 0.0384, -0.1601, -0.1297, 0.0758, 0.0728, 0.0782, 0.0739, -0.1541, -0.1305, 0.0718, 0.0596, 0.0809, 0.0680, -0.1537, -0.1246, 0.0695, 0.0702, 0.0730, 0.0718, -0.1732, -0.1243, 0.0805, 0.0607, 0.0782, 0.0706, -0.1663, -0.1498, 0.0738, 0.0756, 0.0673, 0.0284

---

Arrangement x

Below is 7 unconnected molecules or ions with the total composition C7H28O7, with properties calculated with wB97M-V/def2-TZVPD.

Element x y z (Å)
C 0.491 0.069 0.103
O 0.248 -1.188 0.698
H -0.122 0.222 -0.785
H 0.102 0.857 0.749
H 1.570 0.197 0.020
H -0.704 -1.307 0.728
C 1.545 3.284 -5.479
O 1.726 1.965 -5.983
H 0.871 3.912 -6.062
H 1.072 3.267 -4.497
H 2.545 3.717 -5.462
H 2.654 1.721 -5.986
C -2.504 3.084 4.872
O -1.656 4.080 4.271
H -2.249 2.071 4.560
H -2.591 3.140 5.957
H -3.482 3.255 4.423
H -2.147 4.903 4.336
C -5.019 -0.510 -1.251
O -4.399 -1.572 -0.550
H -5.689 -0.884 -2.026
H -5.576 0.177 -0.614
H -4.270 0.076 -1.783
H -5.117 -2.169 -0.326
C 2.934 -5.633 3.358
O 1.512 -5.516 3.342
H 3.328 -5.768 4.365
H 3.275 -6.494 2.783
H 3.394 -4.782 2.855
H 1.289 -4.798 2.745
C -0.735 -2.940 -5.252
O -0.849 -2.258 -6.507
H -0.697 -4.014 -5.435
H 0.132 -2.701 -4.636
H -1.475 -2.647 -4.508
H -0.431 -1.395 -6.465
C 3.790 2.551 4.094
O 3.233 3.375 3.072
H 4.801 2.293 3.780
H 3.749 3.028 5.073
H 3.112 1.699 4.128
H 2.335 3.633 3.295

* SMILES string: CO.CO.CO.CO.CO.CO.CO
* lowest unoccupied orbital energy: 0.3 eV

The computed Löwdin charges, all in e, follow: -0.1691, -0.1262, 0.0740, 0.0672, 0.0840, 0.0697, -0.1587, -0.1309, 0.0727, 0.0705, 0.0784, 0.0689, -0.1538, -0.1323, 0.0759, 0.0735, 0.0711, 0.0660, -0.1763, -0.1185, 0.0751, 0.0733, 0.0757, 0.0714, -0.1644, -0.1210, 0.0742, 0.0678, 0.0754, 0.0678, -0.1650, -0.1168, 0.0784, 0.0676, 0.0665, 0.0686, -0.1544, -0.1395, 0.0809, 0.0719, 0.0724, 0.0680

---

Last place for stability: arrangement x

---

Arrangement w

Below is a gas-phase ion, C3H9N2O2 (charge +1), with properties calculated with wB97M-V/def2-TZVPD.

Element x y z (Å)
N -1.483 -1.547 -0.278
C -0.149 -1.330 -0.207
O 0.667 -2.126 0.200
C 0.416 0.080 -0.539
N 1.710 0.219 0.138
C -0.605 1.237 -0.089
O -0.194 1.576 1.205
H -1.712 -2.319 0.328
H -2.153 -1.199 -0.939
H 0.438 0.158 -1.626
H 1.567 0.274 1.150
H 2.347 -0.564 -0.021
H 2.073 1.113 -0.194
H -0.509 2.036 -0.816
H -1.586 0.812 -0.220
H -0.825 1.581 1.909

* SMILES string: NC(=O)[C@H]([NH3+])CO
* total charge: +1
* lowest unoccupied orbital energy: -3.4 eV

The computed Löwdin charges, all in e, follow: 0.1895, -0.4801, 0.0970, -0.1670, 0.2300, -0.1594, -0.0201, 0.1312, 0.1248, 0.1656, 0.1741, 0.1808, 0.1867, 0.1257, 0.1098, 0.1115

---

Arrangement x

Below is a gas-phase ion, C3H9N2O2 (charge +1), with properties calculated with wB97M-V/def2-TZVPD.

Element x y z (Å)
C -1.999 0.326 -0.338
N -0.819 0.670 0.517
C 0.229 -0.397 0.423
O -0.116 -1.488 -0.277
C 1.536 0.310 -0.069
N 2.589 -0.482 -0.006
O 1.457 1.475 -0.370
H -2.201 -0.649 -0.208
H -2.849 0.895 -0.136
H -1.918 0.684 -1.413
H -0.567 1.636 0.070
H -1.182 0.768 1.421
H 0.420 -0.812 1.464
H -0.490 -1.363 -1.186
H 2.418 -1.501 0.198
H 3.492 -0.073 -0.088

* SMILES string: C[NH2+][C@@H](O)C(N)=O
* total charge: +1
* lowest unoccupied orbital energy: -3.4 eV

The computed Löwdin charges, all in e, follow: 0.0158, 0.0926, -0.3039, 0.0391, -0.4882, 0.2151, 0.0928, 0.0629, 0.0931, 0.1535, 0.2196, 0.1585, 0.1988, 0.1558, 0.1634, 0.1311

---

Arrangement y

Below is 2 unconnected molecules or ions with the total composition C3H9N2O2, with properties calculated with wB97M-V/def2-TZVPD.

Element x y z (Å)
C -0.625 -0.911 -2.387
C 0.688 1.403 2.980
C -0.050 0.325 0.765
N -0.960 -2.141 -2.173
N 0.480 1.313 1.516
O 0.529 -0.716 -2.823
O -0.077 0.206 -0.459
H 0.320 0.555 3.471
H 1.772 1.314 3.268
H 0.191 2.382 3.199
H -0.473 -0.364 1.462
H -1.926 -2.446 -2.111
H -0.320 -2.887 -1.960
H 1.008 2.087 0.976
H 0.953 0.070 -3.216
H -1.510 -0.189 -2.508

* total charge: +1
* lowest unoccupied orbital energy: -3.1 eV

The computed Löwdin charges, all in e, follow: -0.2690, -0.0521, -0.3178, 0.2247, -0.0234, 0.1782, -0.0256, 0.0584, 0.1064, 0.1087, 0.1288, 0.1524, 0.1522, 0.1867, 0.1894, 0.2020

---

Last place for stability: arrangement x

---

Arrangement w

Below is a molecular structure, C3H4INO, with properties calculated with wB97M-V/def2-TZVPD.

Element x y z (Å)
C 0.430 0.708 -0.114
C -0.724 -0.012 0.029
C -0.924 -0.970 1.000
N 0.531 -2.333 0.060
O -1.564 -1.455 1.865
I 1.767 -1.434 -1.211
H 0.613 1.451 -0.900
H 1.278 0.481 0.452
H -1.608 0.366 -0.524
H 0.985 -2.259 0.985

* lowest unoccupied orbital energy: -0.3 eV

The computed Löwdin charges, all in e, follow: -0.1625, -0.2395, -0.2139, -0.5782, 0.1801, 0.8970, 0.0725, -0.0216, 0.1390, -0.0729

---

Arrangement x

Below is C3H4INO in the gas phase, with properties calculated with wB97M-V/def2-TZVPD.

Element x y z (Å)
C -0.942 0.751 0.236
C 0.062 -0.122 0.170
C 1.405 0.256 0.723
O 1.680 1.198 1.442
N 2.472 -0.554 0.396
I 4.348 -0.113 0.921
H -1.922 0.659 -0.136
H -0.768 1.751 0.834
H -0.295 -1.115 -0.131
H 2.518 -1.423 -0.247

* SMILES string: C=CC(=O)NI
* lowest unoccupied orbital energy: -0.1 eV

The computed Löwdin charges, all in e, follow: 0.0337, -0.1012, -0.6371, -0.0316, -0.4919, 0.8761, 0.0409, 0.1168, 0.1044, 0.0898

---

Last place for stability: arrangement w